C29H31FIrN4Se | the ωB97M-V functional and the def2-TZVPD basis

Structure (XYZ):
```
67
Properties=species:S:1:pos:R:3:lowdin_charge:R:1
H -0.427 -3.347 5.019 0.0884
H 0.477 -2.161 4.064 0.0782
C 0.348 0.946 -5.324 -0.0673
H -1.975 3.052 0.725 0.1287
H -0.718 -2.373 1.543 0.0977
H -3.569 1.074 1.681 0.0786
H 2.141 -3.715 3.230 0.1106
C 1.738 -1.823 0.445 -0.2731
H -6.870 -4.338 2.591 0.1120
N 0.428 1.137 -2.930 0.0919
H 4.467 -2.897 2.992 0.0995
C -0.376 -2.849 4.050 -0.1086
F -8.471 -4.085 0.568 0.0223
C 3.709 -2.590 2.283 -0.0863
C 0.905 0.740 1.865 -0.1927
H -1.293 -0.138 -6.200 0.1182
H -1.301 -2.258 3.927 0.0771
H -1.464 -5.218 3.932 0.0841
C -1.159 2.441 1.087 -0.0980
C -0.819 0.220 -5.296 -0.0035
H 3.311 -0.753 -0.526 0.1126
H -2.283 -4.234 2.703 0.0756
C -1.454 1.370 1.977 -0.2962
H 0.340 3.577 0.049 0.1184
H -0.610 -0.295 3.019 0.0972
Se -2.727 -0.906 -2.062 1.2208
C 0.004 -3.186 1.705 -0.1641
C -3.599 -1.456 1.086 -0.0650
H -4.698 -3.168 2.834 0.0967
H 1.707 0.079 2.161 0.1135
H 2.204 2.071 0.736 0.1199
H -3.248 -0.797 0.312 -0.0822
H -2.942 0.357 3.158 0.0779
C -0.415 0.539 2.362 -0.0573
C 0.936 1.372 -4.129 -0.1351
C -4.834 -2.115 0.953 -0.3397
C 3.059 -1.396 0.311 -0.0714
C -1.343 -4.742 2.958 -0.0887
N -2.491 -0.793 -3.825 -0.2297
N -0.207 -3.831 2.997 -0.2705
C -2.854 1.212 2.490 -0.0437
H 0.824 1.188 -6.265 0.1025
C -0.711 0.444 -2.897 -0.4775
H 5.056 -1.415 1.096 0.0993
C -6.511 -3.659 1.828 -0.0315
H 1.863 1.931 -4.151 0.1058
Ir -0.068 0.537 -0.076 1.2093
C 1.410 -2.663 1.527 -0.1691
C -5.307 -3.003 1.952 -0.0636
H -2.977 -1.589 1.958 0.0179
C -5.662 -1.927 -0.183 -0.0818
C 1.198 1.874 1.076 -0.1988
N -1.281 0.138 -1.718 -0.4051
H -3.140 2.113 3.036 0.0931
C 0.721 -1.317 -0.530 -0.2343
C 4.039 -1.764 1.221 -0.0943
H -1.168 -5.522 2.216 0.0866
C 2.403 -3.041 2.422 -0.0432
H -0.200 -3.922 0.921 0.1350
H -0.105 -2.019 -0.647 0.0401
C -6.867 -2.580 -0.316 -0.0308
H 1.179 -1.193 -1.514 0.0591
H -5.336 -1.245 -0.956 0.0521
H -7.501 -2.437 -1.183 0.1132
C -1.388 -0.067 -4.045 -0.3951
C 0.140 2.753 0.720 -0.1397
C -7.280 -3.441 0.692 -0.2961
```

Its molar mass is 725.8 g/mol. The highest occupied orbital energy (spin up / spin down) is -4.94 / -4.95 eV. For the energy relative to the best compared isomer or geometry (same formula, charge and spin), the calculation gives 51.6 kcal per mole. Its expectation value of S² is 0.76. As for the electronic energy: -3948.1328 Ha. The value obtained for the LUMO energy (spin up / spin down) is -0.0683 / -0.0685 Eh. As for the net charge: 0. Its spin multiplicity is 2.